1.
Density functional theory data (the ωB97M-V functional and the def2-TZVPD basis) for a molecular structure, C26H23Br2N8OSSc at a distorted geometry.

**Lowest unoccupied orbital energy**: -5.4 eV
**HOMO level**: -13.084 eV
**Energy**: -7824.6389 Ha
**Total charge**: +2

Geometry (Å):
1 Sc 0.5356 0.5102 0.2866
2 C 0.0657 3.6237 -1.0322
3 N 0.4943 3.1707 0.2976
4 C -0.2781 3.6988 1.4312
5 C -0.9890 2.5902 2.1442
6 N -0.8655 1.3185 1.8239
7 C -1.7026 0.6166 2.7001
8 C -1.9790 -0.7436 2.7949
9 C -2.8786 -1.1413 3.7621
10 C -3.4946 -0.2146 4.6140
11 C -3.2346 1.1386 4.5266
12 C -2.3258 1.5308 3.5537
13 N -1.8419 2.7743 3.1644
14 C -0.6475 2.5250 -1.7599
15 N -0.6863 1.2769 -1.3337
16 C -1.4544 0.5710 -2.2694
17 C -1.8623 -0.7606 -2.2828
18 C -2.6340 -1.1737 -3.3494
19 C -3.0003 -0.2879 -4.3724
20 C -2.6245 1.0402 -4.3562
21 C -1.8480 1.4518 -3.2807
22 N -1.3135 2.6814 -2.9147
23 H -0.5932 4.4936 -0.9672
24 H 0.9345 3.9332 -1.6172
25 H 1.4699 3.4077 0.4179
26 H 0.3803 4.2198 2.1286
27 H -1.0198 4.4281 1.0959
28 H -1.4979 -1.4558 2.1362
29 H -3.1157 -2.1906 3.8732
30 H -4.1936 -0.5696 5.3589
31 H -3.7209 1.8526 5.1778
32 H -2.0830 3.6583 3.5825
33 H -1.5977 -1.4301 -1.4734
34 H -2.9734 -2.1995 -3.3974
35 H -3.6049 -0.6570 -5.1894
36 H -2.9340 1.7236 -5.1356
37 H -1.4142 3.5433 -3.4275
38 Br 0.9772 -3.0473 3.6043
39 C 1.1636 -3.2764 1.7397
40 C 1.3149 -4.5603 1.1929
41 C 1.4803 -4.7293 -0.1542
42 Br 1.7135 -6.4757 -0.8356
43 C 1.4753 -3.6166 -1.0316
44 C 1.6505 -3.6718 -2.4288
45 C 1.6123 -2.5136 -3.1618
46 C 1.3649 -1.2971 -2.5181
47 N 1.1935 -1.1962 -1.2146
48 C 1.2856 -2.3367 -0.4650
49 C 1.1754 -2.1531 0.9407
50 O 1.1127 -0.8998 1.4052
51 H 1.3192 -5.4175 1.8518
52 H 1.8190 -4.6236 -2.9140
53 H 1.7538 -2.5360 -4.2328
54 H 1.2943 -0.3747 -3.0832
55 N 5.5165 1.0316 0.1072
56 C 4.2774 0.6502 0.3916
57 N 4.0779 -0.3230 1.2739
58 S 2.9777 1.4134 -0.4075
59 H 6.3207 0.6105 0.5443
60 H 5.6685 1.7482 -0.5808
61 H 4.8477 -0.7571 1.7580
62 H 3.1360 -0.6027 1.5070

These are the natural (NBO) partial charges, in e, on atoms 1 to 8: 1.87, -0.27, -0.64, -0.27, 0.43, -0.64, 0.14, -0.21

---

2.
Density functional theory data (the ωB97M-V functional and the def2-TZVPD basis) for a molecular structure, C26H23BrN3O6S2Tl.

**Lowest unoccupied orbital energy**: 4.4 eV
**HOMO level**: -2.891 eV
**Energy**: -5163.3561 Ha
**Total charge**: -2

Geometry (Å):
1 Tl 1.4543 2.1191 -1.3278
2 C 3.7106 -1.7131 -1.5307
3 C 3.2563 -2.1048 -2.9285
4 N 1.8355 -1.8730 -3.1579
5 C 0.8957 -2.8986 -2.6943
6 C 0.2386 -2.5900 -1.3574
7 C 1.3773 -0.7291 -3.6875
8 S 2.4053 0.5475 -4.1483
9 N 0.0358 -0.6709 -3.9297
10 C -0.7258 0.1314 -3.2315
11 O -0.4211 0.7506 -2.1734
12 C -2.1450 0.2803 -3.7193
13 C -2.5625 -0.2789 -4.9232
14 C -3.8717 -0.1209 -5.3523
15 C -4.7765 0.5987 -4.5806
16 C -4.3626 1.1605 -3.3804
17 C -3.0518 1.0027 -2.9521
18 H 4.7841 -1.8912 -1.4255
19 H 3.1939 -2.2651 -0.7459
20 H 3.5183 -0.6534 -1.3591
21 H 3.4403 -3.1685 -3.1101
22 H 3.8000 -1.5290 -3.6747
23 H 1.4682 -3.8268 -2.6251
24 H 0.1372 -3.0262 -3.4678
25 H 0.9529 -2.5974 -0.5350
26 H -0.5288 -3.3405 -1.1492
27 H -0.2356 -1.6103 -1.3737
28 H -1.8384 -0.8325 -5.5062
29 H -4.1892 -0.5579 -6.2924
30 H -5.8000 0.7224 -4.9158
31 H -5.0622 1.7246 -2.7753
32 H -2.7022 1.4351 -2.0234
33 Br -1.5915 -1.1044 2.0765
34 C -1.7668 0.7399 2.4932
35 C -2.2627 1.1008 3.7348
36 C -2.3141 2.4488 4.0621
37 C -1.8550 3.4044 3.1682
38 C -1.3464 3.0310 1.9287
39 C -1.3253 1.6845 1.5814
40 C -0.7570 4.1104 1.0025
41 O -0.9105 5.2833 1.3780
42 O -0.1807 3.7082 -0.0438
43 H -2.5792 0.3399 4.4357
44 H -2.6953 2.7465 5.0329
45 H -1.8588 4.4597 3.4084
46 H -0.9294 1.3783 0.6222
47 O 3.9461 -2.6287 3.4741
48 S 2.5878 -2.3580 3.0517
49 O 1.6743 -3.4746 3.1452
50 N 2.5321 -1.6489 1.6126
51 C 2.0645 -0.3943 1.6792
52 O 1.8819 0.3774 0.7312
53 C 1.7446 0.0408 3.0932
54 C 1.2773 1.2699 3.5210
55 C 1.0076 1.4301 4.8749
56 C 1.2081 0.3829 5.7721
57 C 1.6922 -0.8472 5.3377
58 C 1.9540 -0.9840 3.9897
59 H 1.1137 2.0689 2.8100
60 H 0.6195 2.3761 5.2319
61 H 0.9814 0.5291 6.8220
62 H 1.8568 -1.6658 6.0269

These are the natural (NBO) partial charges, in e, on atoms 1 to 8: 0.86, -0.62, -0.21, -0.42, -0.21, -0.63, 0.37, -0.39

---

3.
Density functional theory data (the ωB97M-V functional and the def2-TZVPD basis) for a molecular structure, C26H23Cl2N4O2V.

**Lowest unoccupied orbital energy (alpha / beta)**: 2.7 / 2.7 eV
**HOMO level (alpha / beta)**: -2.171 / -2.245 eV
**Energy**: -3238.5685 Ha
**Total charge**: -1
**Expectation value of S²**: 0.893
**Spin multiplicity**: 2

Geometry (Å):
1 V 0.5446 -0.1511 0.3798
2 C -2.8944 0.8377 -2.4717
3 C -3.6193 1.1610 -1.3324
4 C -3.0597 1.9790 -0.3599
5 C -1.7765 2.4824 -0.5301
6 C -1.0538 2.1605 -1.6710
7 C -1.6108 1.3357 -2.6404
8 H -3.3158 0.1693 -3.2116
9 H -4.6164 0.7593 -1.1944
10 H -3.6193 2.2170 0.5368
11 H -1.3223 3.0999 0.2343
12 H -0.0447 2.5284 -1.7893
13 H -1.0276 1.0529 -3.5079
14 C -2.0757 -2.6138 -2.0712
15 C -1.2895 -2.8551 -3.2455
16 C -0.0753 -2.2659 -3.3190
17 C 0.4146 -1.4426 -2.2592
18 N -0.3392 -1.2311 -1.0946
19 C -1.5739 -1.8309 -1.0856
20 C 1.6189 -0.7616 -2.2626
21 C 2.5841 -0.7380 -3.3170
22 C 3.7174 -0.0073 -3.2063
23 C 3.9353 0.7403 -2.0047
24 C 2.9944 0.7013 -1.0279
25 N 1.8276 -0.0090 -1.1122
26 H -3.0634 -3.0418 -1.9585
27 H -1.6580 -3.4859 -4.0441
28 H 0.5550 -2.4140 -4.1867
29 H -2.1827 -1.6257 -0.2205
30 H 2.3908 -1.3186 -4.2099
31 H 4.4471 0.0107 -4.0062
32 H 4.8289 1.3323 -1.8648
33 H 3.1248 1.2505 -0.1078
34 O 0.0207 -3.3075 1.9205
35 C 1.1383 -2.8848 1.6242
36 O 1.4770 -1.7629 1.1338
37 H 2.0039 -3.5658 1.7550
38 Cl 1.7710 3.8433 0.0002
39 C 1.9919 3.4215 1.6693
40 C 2.5575 4.3612 2.5133
41 C 2.7292 4.0783 3.8551
42 C 2.3287 2.8443 4.3504
43 C 1.7748 1.9087 3.5035
44 Cl 1.2806 0.3765 4.1460
45 C 1.5822 2.1379 2.1093
46 N 1.0519 1.1970 1.3164
47 H 2.8543 5.3179 2.1046
48 H 3.1708 4.8144 4.5136
49 H 2.4482 2.5979 5.3966
50 C -3.0260 -3.4550 2.1722
51 C -2.5150 -2.2968 3.0318
52 C -1.7522 -1.3563 2.2222
53 N -1.0904 -0.6486 1.6175
54 H -3.5699 -4.1643 2.7954
55 H -2.1752 -3.9517 1.7101
56 H -3.6956 -3.0986 1.3892
57 H -1.8028 -2.6673 3.7715
58 H -3.3191 -1.7648 3.5406

These are the natural (NBO) partial charges, in e, on atoms 1 to 8: 1.19, -0.21, -0.23, -0.21, -0.24, -0.15, -0.21, 0.21

---

Respective energy relative to the best compared isomer or geometry (same formula, charge and spin) values: 0.407, 0.297, 0.359 eV.